[1]
3 unconnected molecules or ions with the total composition C2H12NO3 in a non-equilibrium geometry. Source: the OMol25 dataset; level of theory: ωB97M-V/def2-TZVPD.

Structure (XYZ):
```
18
Properties=species:S:1:pos:R:3:forces:R:3:mulliken_charge:R:1
C -1.43343 -0.86747 1.54436 -0.115 -1.735 0.239 -0.452
O -0.23436 -1.61613 1.74082 0.254 0.724 -0.378 -0.529
C -1.02935 0.39407 0.79129 -1.049 0.083 0.354 -0.512
N 0.21772 0.16378 0.03326 0.766 -0.379 0.704 -0.239
H -1.95872 -0.72506 2.49257 0.319 0.768 -0.002 0.372
H -2.15839 -1.48999 0.99382 0.330 0.297 -0.392 0.317
H -0.36359 -2.34041 2.33862 -0.215 -0.534 0.483 0.320
H -1.82835 0.56257 0.07385 0.130 0.564 -0.059 0.330
H -0.94981 1.21261 1.49763 0.340 0.281 -0.276 0.380
H 0.07430 -0.66943 -0.51153 0.275 -0.386 -0.573 0.374
H 0.99972 -0.08586 0.65511 -0.411 -0.036 0.008 0.385
H 0.58820 0.90119 -0.58971 -0.579 0.471 -0.158 0.296
H 0.22609 3.15879 -1.03063 -0.507 1.194 0.022 0.297
H 1.22201 2.81675 -2.21029 -0.259 0.235 0.194 0.308
O 0.79464 2.50898 -1.40290 0.729 -1.454 -0.141 -0.659
H 1.35327 -1.81392 -2.25986 0.148 0.114 -0.146 0.329
H 2.71547 -1.14235 -2.12173 -0.315 0.135 0.016 0.324
O 1.76458 -0.96812 -2.03470 0.159 -0.342 0.105 -0.641
```
Positions in Å, forces in eV/Å.

* charge: +1
* spin multiplicity: 1
* relative energy (zero: lowest compared OMol25 entry of this formula, charge and spin): 0.410 eV

---

[2]
4 unconnected molecules or ions with the total composition C2H12O3 in a non-equilibrium geometry. Source: the OMol25 dataset; level of theory: ωB97M-V/def2-TZVPD.

Structure (XYZ):
```
17
Properties=species:S:1:pos:R:3:forces:R:3:mulliken_charge:R:1
C -1.06824 0.66635 1.94824 0.874 -3.385 -2.539 -0.654
C -2.38098 0.08140 1.31288 -0.878 -0.142 0.016 -0.801
H -0.52315 -0.15073 2.49710 -0.634 0.809 -0.259 0.227
H -1.22694 1.47025 2.57781 -0.336 1.713 1.123 0.316
H -0.34894 0.91150 1.09428 -0.993 0.045 1.163 0.155
H -3.23860 -0.15112 1.99530 0.851 0.793 0.099 0.291
H -2.80930 0.76994 0.53635 0.477 -0.655 0.574 0.225
H -2.28613 -0.93935 0.88275 0.653 0.809 -0.193 0.243
O 2.60650 0.35169 -1.97629 -0.135 2.787 0.347 -0.667
H 3.01911 1.21557 -1.61219 -0.953 -2.234 -0.885 0.324
H 1.77329 0.70184 -2.39117 0.987 -0.492 0.543 0.334
O -0.11922 2.21183 -2.71155 -0.932 -0.084 -1.034 -0.626
H -0.62322 2.62897 -2.01466 0.087 0.164 0.622 0.315
H -0.80619 2.18008 -3.41612 0.939 -0.156 0.426 0.319
O 0.73293 -3.34156 1.89897 0.467 -0.497 -2.237 -0.639
H 0.35004 -3.61981 1.02401 -0.159 0.338 1.392 0.319
H 1.65358 -3.27927 1.57082 -0.316 0.189 0.842 0.320
```
Positions in Å, forces in eV/Å.

* charge: 0
* spin multiplicity: 1
* relative energy (zero: lowest compared OMol25 entry of this formula, charge and spin): 0.838 eV

---

[3]
4 unconnected molecules or ions with the total composition C2H12O3S in a non-equilibrium geometry. Source: the OMol25 dataset; level of theory: ωB97M-V/def2-TZVPD.

Structure (XYZ):
```
18
Properties=species:S:1:pos:R:3:forces:R:3:mulliken_spin:R:1
C -2.81220 0.86123 -1.97595 0.540 -1.550 0.067 0.047
C -2.12013 1.33824 -0.68866 -0.653 0.294 -0.277 -0.033
S -2.23572 0.07332 0.56917 0.052 0.258 -0.069 0.957
H -3.83873 0.55566 -1.81187 -0.292 0.386 0.215 -0.005
H -2.34847 -0.03928 -2.40025 0.223 0.388 -0.015 -0.006
H -2.76788 1.66067 -2.68567 0.010 0.449 -0.437 0.010
H -1.06518 1.59294 -0.78701 0.253 -0.300 -0.268 0.050
H -2.63625 2.23604 -0.38711 -0.046 0.201 0.623 -0.009
H -2.87638 0.80446 1.50499 -0.027 -0.091 0.148 -0.012
H 2.67118 1.46205 0.20069 0.012 -0.248 -0.190 0.000
H 3.89015 0.51251 0.35319 -0.207 -0.133 -0.033 0.000
O 3.55749 1.38988 0.55678 0.173 0.356 0.257 0.000
H 4.15358 -2.33889 1.53476 -0.082 0.072 0.538 0.000
H 3.33857 -1.70603 2.73916 0.426 -0.165 0.125 0.000
O 3.36786 -1.84211 1.79183 -0.401 0.112 -0.834 0.000
H 1.57717 -1.57063 -0.35225 -0.296 -0.276 0.231 0.000
H 0.17231 -1.56116 -1.10379 0.257 -0.473 0.351 -0.001
O 1.09797 -1.31381 -1.14594 0.060 0.721 -0.431 0.001
```
Positions in Å, forces in eV/Å.

* charge: +1
* <S²>: 0.75
* spin multiplicity: 2
* relative energy (zero: lowest compared OMol25 entry of this formula, charge and spin): 1.111 eV

---

[4]
4 unconnected molecules or ions with the total composition C2H12O3S2 in a non-equilibrium geometry. Source: the OMol25 dataset; level of theory: ωB97M-V/def2-TZVPD.

Structure (XYZ):
```
19
Properties=species:S:1:pos:R:3:forces:R:3:mulliken_charge:R:1
C -2.56591 -1.07002 1.08043 0.520 0.920 -1.480 -0.709
C -3.65321 -0.03420 1.36675 -0.731 -0.435 -0.361 -0.478
S -4.17827 0.98180 -0.08088 0.532 -0.426 0.284 -0.060
S -2.54189 2.15885 -0.46657 -0.085 0.406 0.318 -0.190
H -1.85858 -1.11182 1.90226 0.075 -0.264 -0.038 0.272
H -2.04988 -0.71415 0.16851 0.410 0.127 0.637 0.117
H -2.83630 -2.04989 0.70490 -0.723 -0.284 0.647 0.283
H -3.35173 0.59378 2.19661 -0.071 0.309 -0.031 0.349
H -4.61831 -0.49118 1.61286 0.158 -0.049 0.238 0.282
H -1.63099 1.27066 -0.87678 -0.058 -0.310 -0.215 0.135
O 2.01982 -0.11062 -1.64092 -0.323 0.027 -1.346 -0.643
H 2.34830 0.22492 -0.81399 0.151 0.553 0.232 0.308
H 1.95435 0.61152 -2.30333 0.150 -0.535 1.056 0.325
O 5.57026 -0.75810 -3.01545 0.385 0.991 0.449 -0.645
H 5.57174 -1.65827 -3.35773 -0.951 0.467 -0.108 0.321
H 4.74883 -0.22668 -3.07526 0.543 -1.488 -0.300 0.329
O 2.12642 0.67874 2.48092 -0.662 0.411 0.497 -0.620
H 2.69946 0.13344 1.96573 0.639 -0.563 -0.461 0.307
H 2.24589 1.57124 2.15195 0.042 0.142 -0.019 0.315
```
Positions in Å, forces in eV/Å.

* charge: 0
* spin multiplicity: 1
* relative energy (zero: lowest compared OMol25 entry of this formula, charge and spin): 1.191 eV

---

[5]
5 unconnected molecules or ions with the total composition C2H12O4 in a non-equilibrium geometry. Source: the OMol25 dataset; level of theory: ωB97M-V/def2-TZVPD.

Structure (XYZ):
```
18
Properties=species:S:1:pos:R:3:forces:R:3:mulliken_charge:R:1
C -4.00158 0.31390 0.05113 0.458 -0.271 -0.533 -0.424
C -4.03895 -0.74124 -0.76446 -0.404 -0.146 0.269 -0.456
H -4.91313 0.77137 0.41450 0.085 -0.550 0.895 0.231
H -3.04486 0.74593 0.32765 -0.183 0.746 -0.644 0.203
H -4.84305 -1.46181 -0.66953 -0.649 0.484 -0.727 0.210
H -3.31291 -0.98326 -1.53137 0.704 -0.257 0.737 0.238
O 0.21639 1.37694 -3.28179 -0.268 0.214 0.143 -0.628
H -0.31810 2.02544 -2.79755 0.200 -0.254 -0.243 0.321
H -0.24171 1.25196 -4.12228 0.098 0.039 0.165 0.312
O 3.54086 1.32262 -1.39905 0.136 -0.219 -0.059 -0.634
H 2.60697 1.23808 -1.61735 -0.007 -0.021 -0.048 0.316
H 3.88898 0.42231 -1.45090 -0.147 0.257 0.040 0.308
O 3.18145 -2.24462 3.71402 -0.172 -0.005 -0.159 -0.665
H 3.34615 -1.49279 4.29000 0.195 -0.005 -0.009 0.329
H 3.92715 -2.29478 3.10420 -0.073 0.127 0.153 0.331
O 1.56946 0.17425 1.80201 0.432 0.507 -0.172 -0.638
H 1.75081 -0.48028 2.48057 -0.328 -0.318 -0.062 0.341
H 0.68608 0.05598 1.45019 -0.076 -0.328 0.251 0.305
```
Positions in Å, forces in eV/Å.

* charge: 0
* spin multiplicity: 1
* relative energy (zero: lowest compared OMol25 entry of this formula, charge and spin): 2.006 eV

---

[6]
A molecular structure, C2H13F3HfO5 in a non-equilibrium geometry. Source: the OMol25 dataset; level of theory: ωB97M-V/def2-TZVPD.

Structure (XYZ):
```
24
Properties=species:S:1:pos:R:3:forces:R:3:mulliken_charge:R:1
Hf 0.68800 0.89061 -0.04450 1.121 -0.408 0.172 2.384
F -1.46584 1.40333 -0.84939 2.954 -0.605 1.271 -0.766
F 1.28266 2.58042 1.44879 -1.078 -2.569 -2.110 -0.735
F 2.94168 0.91105 -0.70282 -3.541 -0.231 1.068 -0.773
C -1.99111 -2.00528 -0.07933 -1.176 1.079 0.028 -0.983
C -0.58054 -2.47040 0.11906 -0.095 1.417 0.057 -0.216
O 0.36634 -1.46876 -0.20581 0.436 2.509 -0.115 -0.607
H -2.27680 -1.09854 0.45387 0.447 0.093 0.481 0.145
H -2.72782 -2.72939 0.26855 -0.006 -0.363 -0.403 0.387
H -2.17793 -1.65921 -1.09590 -0.008 -0.594 -0.310 0.232
H -0.52694 -3.35089 -0.52124 0.808 -0.194 -0.057 0.276
H -0.48720 -2.76924 1.16313 0.323 -0.281 0.225 0.245
O 0.76353 3.03145 -1.28303 -0.136 -0.592 -0.098 -0.458
H 1.20914 3.87086 -1.16866 0.482 -0.002 0.610 0.254
H 0.16242 3.17645 -2.01369 -0.529 -0.160 -0.020 0.286
O 0.71082 0.45872 -2.37476 -0.137 0.177 0.184 -0.390
H 0.43311 1.02727 -3.09299 -0.224 0.359 0.090 0.248
H 1.05123 -0.32471 -2.80672 0.288 -0.546 0.430 0.255
O 1.78911 -0.22603 1.98874 -0.503 0.202 -0.233 -0.426
H 1.86666 0.18327 2.85055 0.044 0.651 0.075 0.263
H 2.47628 -0.89228 1.97677 0.144 -0.297 -0.544 0.255
O -0.86218 0.58061 1.76681 0.183 0.283 -0.358 -0.387
H -0.85442 0.24903 2.66472 0.550 -0.149 0.171 0.250
H -1.79019 0.63168 1.53786 -0.345 0.222 -0.616 0.262
```
Positions in Å, forces in eV/Å.

* charge: 0
* spin multiplicity: 1
* relative energy (zero: lowest compared OMol25 entry of this formula, charge and spin): 0.973 eV